1.
Computed, not measured: a cluster of 2 separate species, C14H20Cl3F2NO4Si in total, with ωB97M-V/def2-TZVPD.

The value obtained for the HOMO-LUMO gap is 0.3480 hartree. For the total energy, the calculation gives -2770.9164 hartree. As for the HOMO energy: -9.1 eV.

Each line ends with the Mulliken charge.
Positions of all 45 atoms, in Å:
C1 2.5542 -1.9871 0.5519  -1.092
Si1 1.5198 -0.4094 0.3772  0.087
C2 0.3544 -0.3715 1.8596  -0.978
C3 0.6395 -0.3250 -1.3116  -0.888
C4 -0.5849 -1.2565 -1.4849  -1.222
C5 -1.9252 -0.7614 -0.9147  1.088
F1 -2.3136 -1.6745 0.0520  -0.442
F2 -2.8759 -0.8795 -1.8958  -0.389
N1 -1.9208 0.5148 -0.2506  0.590
C6 -3.1180 0.6508 0.6483  -0.770
O1 -2.8390 0.3226 1.9722  -0.171
O2 -2.4362 1.4715 2.6792  -0.377
C7 -1.9823 1.6500 -1.1357  0.286
O3 -1.1729 2.5500 -1.0105  -0.565
O4 -2.9779 1.7674 -2.0495  -0.425
C8 2.6089 1.1475 0.4708  0.815
C9 2.7117 2.0573 -0.5587  -0.146
C10 3.4755 3.2000 -0.4552  -0.731
C11 4.1807 3.4238 0.7075  -0.428
C12 4.1067 2.5067 1.7250  -0.574
C13 3.3328 1.3770 1.6364  -0.506
H1 1.8523 -2.8178 0.7094  0.320
H2 3.2074 -2.1713 -0.3066  0.351
H3 3.1845 -1.9504 1.4491  0.331
H4 -0.1063 0.6206 1.8720  0.116
H5 -0.4081 -1.1522 1.8207  0.309
H6 0.9759 -0.4593 2.7602  0.515
H7 0.4562 0.7209 -1.5665  0.415
H8 1.3942 -0.6808 -2.0313  0.553
H9 -0.3693 -2.2415 -1.0635  0.235
H10 -0.7332 -1.4084 -2.5598  0.527
H11 -3.3684 1.7202 0.6322  0.467
H12 -3.9951 0.1323 0.2520  0.407
H13 -3.2146 1.7228 3.1993  0.327
H14 -3.0641 2.7203 -2.1939  0.383
H15 2.1908 1.9180 -1.5023  0.221
H16 3.5000 3.9014 -1.2835  0.377
H17 4.7793 4.3268 0.7869  0.363
H18 4.6631 2.7050 2.6391  0.346
H19 3.3206 0.6888 2.4770  0.262
Cl1 -3.2165 -6.0464 -0.5133  -0.140
C14 -3.1226 -4.5648 -1.4682  0.707
Cl2 -1.6169 -4.5123 -2.3908  -0.144
Cl3 -4.5156 -4.4246 -2.5420  -0.139
H20 -3.1312 -3.7215 -0.7893  -0.267

Forces on atoms 1 to 2 (eV/Å):
C -0.23 0.23 0.00
Si 0.02 0.36 0.18

2.
Computed, not measured: a structure of composition C14H36F6O12S8Zn, with ωB97M-V/def2-TZVPD.

The value obtained for the HOMO-LUMO gap is 0.0548 hartree. The energy above the lowest of the compared OMol25 structures with the same formula, charge and spin comes out at 15.657 eV. For the total energy, the calculation gives -7021.2829 hartree. As for the HOMO energy: -8.7 eV.

Each line ends with the Mulliken charge.
Positions of all 77 atoms, in Å:
Zn1 -7.6797 19.3356 -17.2723  0.711
C1 -14.6444 17.7043 -15.8701  0.632
F1 -15.1405 18.8651 -16.3152  -0.199
F2 -15.3177 17.1084 -14.9386  -0.171
F3 -14.4735 16.9355 -16.9860  -0.218
S1 -12.8108 18.1039 -15.1918  1.081
O1 -11.9856 18.3108 -16.3711  -0.508
O2 -12.8854 19.3672 -14.4908  -0.490
O3 -12.3719 16.9186 -14.3544  -0.531
C2 -8.4032 23.6026 -11.3930  0.676
F4 -7.9961 24.8639 -11.2632  -0.230
F5 -8.4342 23.1351 -10.1778  -0.204
F6 -9.6190 23.7101 -11.8898  -0.212
S2 -7.1674 22.7442 -12.5904  1.153
O4 -6.6171 21.5426 -11.9666  -0.494
O5 -7.8036 22.4106 -13.8901  -0.492
O6 -6.0992 23.7282 -12.7131  -0.510
C3 -14.4163 20.4845 -8.5467  -0.880
S3 -15.8848 20.8420 -9.6589  0.513
O7 -16.4875 22.2155 -9.3123  -0.621
C4 -16.8971 19.5560 -8.8392  -0.912
H1 -14.4623 21.1508 -7.6853  0.308
H2 -13.7054 20.8243 -9.2998  0.290
H3 -14.2353 19.4295 -8.3414  0.342
H4 -16.9894 19.7812 -7.7767  0.304
H5 -16.4623 18.5734 -9.0225  0.337
H6 -17.8973 19.5753 -9.2721  0.321
C5 -8.5856 16.6706 -8.5963  -0.900
S4 -7.0338 16.4617 -7.6162  0.479
O8 -6.7382 17.7855 -6.8390  -0.612
C6 -7.6713 15.1006 -6.5176  -0.778
H7 -8.5025 17.2836 -9.4938  0.328
H8 -9.3118 17.2229 -7.9998  0.308
H9 -8.9103 15.6848 -8.9292  0.325
H10 -6.9764 14.2845 -6.3195  0.316
H11 -8.5049 14.6676 -7.0704  0.256
H12 -7.9473 15.5506 -5.5639  0.279
C7 -8.6146 25.2807 -21.2949  -0.891
S5 -9.6934 24.3263 -20.1579  0.499
O9 -9.1541 22.8952 -20.0679  -0.603
C8 -11.2411 24.4422 -21.1260  -0.914
H13 -7.9386 25.9255 -20.7333  0.322
H14 -9.0986 26.0623 -21.8805  0.326
H15 -8.1644 24.5544 -21.9716  0.285
H16 -11.4198 25.4752 -21.4245  0.338
H17 -12.0430 24.0006 -20.5343  0.304
H18 -11.2876 23.9726 -22.1086  0.335
C9 -7.4687 19.1225 -23.0999  -0.953
S6 -7.9083 17.4484 -22.3558  0.471
O10 -7.9594 17.6330 -20.8565  -0.608
C10 -9.6541 17.4660 -22.9621  -0.863
H19 -8.3121 19.7927 -22.9341  0.309
H20 -7.4522 19.0482 -24.1872  0.386
H21 -6.5133 19.5674 -22.8216  0.314
H22 -9.9326 16.4883 -23.3553  0.329
H23 -9.7687 18.2165 -23.7442  0.296
H24 -10.1282 17.9456 -22.1057  0.323
C11 -22.7141 16.0602 -12.6833  -0.902
S7 -23.0557 14.2457 -12.8406  0.499
O11 -23.0740 13.5328 -11.4899  -0.614
C12 -24.7632 14.4108 -13.5138  -0.796
H25 -23.0444 16.5044 -13.6223  0.308
H26 -21.6499 16.2704 -12.5761  0.319
H27 -23.1304 16.6027 -11.8344  0.328
H28 -25.0390 13.6589 -14.2532  0.308
H29 -24.8691 15.4104 -13.9353  0.275
H30 -25.3952 14.2167 -12.6471  0.274
C13 -10.8309 9.0427 -18.1518  -0.884
S8 -10.6830 9.2048 -16.2360  0.489
O12 -9.3168 8.6932 -15.9107  -0.594
C14 -10.7695 11.0567 -16.1071  -0.890
H31 -11.4913 8.2047 -18.3745  0.309
H32 -9.8590 8.8783 -18.6170  0.300
H33 -11.2858 9.8694 -18.6974  0.313
H34 -11.7551 11.3932 -16.4286  0.337
H35 -10.0376 11.6016 -16.7034  0.313
H36 -10.5900 11.3363 -15.0690  0.307

Forces on atoms 1 to 2 (eV/Å):
Zn -0.27 0.08 0.03
C 3.70 0.86 -1.47

3.
Computed, not measured: a cluster of 10 separate species, C16H15BCl36O5S in total, with ωB97M-V/def2-TZVPD.

The value obtained for the HOMO-LUMO gap is 0.3807 hartree. For the total energy, the calculation gives -17984.7470 hartree. As for the HOMO energy: -10.3 eV.

Each line ends with the Mulliken charge.
Positions of all 74 atoms, in Å:
C1 1.2837 -0.4449 4.2833  -1.102
C2 2.0306 0.8300 3.8832  -0.402
C3 3.4393 0.9791 4.4708  0.363
C4 4.2429 -0.2995 4.4884  -1.461
O1 4.2569 -0.9116 3.1921  -0.315
S1 5.1397 -0.0721 2.1484  1.272
O2 4.9490 -0.6532 0.8790  -0.679
O3 6.4690 -0.0054 2.6391  -0.658
C5 4.4131 1.5607 2.1903  -0.976
C6 4.2466 2.0045 3.6396  -0.250
B1 3.7137 3.4829 3.8199  0.820
O4 3.2513 4.2423 2.7732  -0.522
O5 3.6914 3.9912 5.1005  -0.614
C7 4.9619 4.5147 5.4952  -0.677
H1 0.5368 -0.6330 3.5195  0.133
H2 0.7260 -0.3199 5.2043  0.319
H3 1.9039 -1.3289 4.3258  0.338
H4 2.0011 0.9240 2.8049  0.185
H5 1.4494 1.6665 4.2670  0.487
H6 3.3417 1.4172 5.4583  0.556
H7 5.2522 -0.0822 4.8279  0.506
H8 3.8204 -0.9846 5.2123  0.548
H9 5.0598 2.2236 1.6311  0.606
H10 3.4844 1.4788 1.6399  0.305
H11 5.2458 2.0030 4.0815  0.173
H12 3.9662 4.6841 2.2857  0.318
H13 4.8874 4.9076 6.4999  0.237
H14 5.7389 3.7502 5.4900  0.268
H15 5.2560 5.3137 4.8164  0.262
Cl1 -2.5718 -1.5078 1.9493  -0.101
C8 -1.7749 -1.0571 0.4406  0.168
Cl2 -2.4957 0.4275 -0.1813  0.013
Cl3 -0.0484 -0.7966 0.7298  -0.035
Cl4 -1.9839 -2.3512 -0.7453  -0.036
Cl5 -6.2687 0.7852 0.1993  -0.087
C9 -6.2134 2.4347 -0.4315  0.209
Cl6 -7.5936 2.7135 -1.4959  -0.078
Cl7 -6.2474 3.5843 0.9060  -0.047
Cl8 -4.7266 2.6592 -1.3604  0.031
Cl9 -2.3105 1.9970 -3.6580  -0.021
C10 -2.7026 2.6306 -5.2603  0.271
Cl10 -1.6668 4.0145 -5.6198  -0.103
Cl11 -2.4368 1.3703 -6.4664  -0.059
Cl12 -4.3952 3.1418 -5.2950  -0.106
Cl13 -1.3547 -6.9406 -3.5828  -0.079
C11 -1.3214 -5.3060 -4.2444  0.272
Cl14 -2.7564 -5.0426 -5.2404  -0.103
Cl15 -1.2921 -4.1385 -2.9154  -0.050
Cl16 0.1267 -5.0841 -5.2323  -0.069
Cl17 0.3748 -8.2814 -6.5805  -0.069
C12 1.7936 -9.0769 -5.8936  0.335
Cl18 3.2040 -8.7323 -6.8991  -0.097
Cl19 2.0763 -8.4713 -4.2589  -0.081
Cl20 1.5220 -10.8215 -5.8366  -0.096
Cl21 -8.1658 -0.4016 -2.6332  -0.081
C13 -7.3702 -0.4604 -4.2096  0.223
Cl22 -6.6526 -2.0583 -4.4434  -0.089
Cl23 -8.5585 -0.1556 -5.4811  -0.103
Cl24 -6.0985 0.7625 -4.2841  0.054
Cl25 -0.4276 -4.2372 5.5821  -0.115
C14 0.3320 -4.7051 4.0553  0.248
Cl26 0.3740 -3.3117 2.9752  0.048
Cl27 1.9803 -5.2591 4.3645  -0.104
Cl28 -0.5998 -6.0073 3.3095  -0.107
Cl29 -5.2598 7.1907 2.6918  -0.105
C15 -5.7008 7.8257 1.1019  0.324
Cl30 -4.6538 9.1913 0.7026  -0.104
Cl31 -5.5086 6.5530 -0.1040  -0.023
Cl32 -7.3835 8.3612 1.1297  -0.096
Cl33 2.9377 -0.8320 -7.9082  -0.104
C16 1.2017 -1.1354 -7.7684  0.245
Cl34 0.5136 -1.3661 -9.3793  -0.110
Cl35 0.9335 -2.5881 -6.7993  0.001
Cl36 0.4111 0.2437 -6.9965  -0.027

Forces on atoms 1 to 2 (eV/Å):
C -0.33 0.44 -0.42
C -0.33 -0.28 0.78